{
  "formula": "C8H20N3S",
  "method": "wB97M-V/def2-TZVPD",
  "symbols": ["C", "C", "C", "C", "C", "C", "C", "C", "N", "N", "N", "S", "H", "H", "H", "H", "H", "H", "H", "H", "H", "H", "H", "H", "H", "H", "H", "H", "H", "H", "H", "H"],
  "coordinates": [[-0.4164, -2.3304, 0.8813], [0.2472, -1.1467, 1.6499], [-1.9883, -0.8504, -0.4058], [-1.4881, 0.1788, 0.5341], [-3.3009, -1.3698, 0.2233], [0.2408, -1.4765, -1.3810], [0.0703, 1.3301, 1.8849], [3.4245, 1.6538, -1.2543], [-0.8150, -1.8629, -0.4800], [-0.5368, 0.1309, 1.3839], [2.2303, 2.3755, -1.4158], [-0.6908, 2.5711, -0.9075], [0.1956, -3.2297, 0.9667], [-1.3359, -2.6750, 1.2587], [0.0769, -1.2345, 2.8343], [1.2409, -0.9921, 1.4699], [-2.1959, -0.4086, -1.4368], [-3.6854, -2.1223, -0.4316], [-3.9392, -0.5698, 0.2555], [-3.2189, -1.6553, 1.2668], [0.9126, -2.3340, -1.5073], [-0.2725, -1.4650, -2.3935], [0.6928, -0.5289, -1.1874], [0.7796, 1.8020, 1.1269], [-0.8885, 1.8937, 1.9336], [0.6111, 1.1248, 2.8798], [4.2459, 1.8351, -2.0251], [3.7498, 1.8929, -0.1943], [3.2923, 0.5822, -1.1887], [1.6347, 1.9731, -2.1073], [2.4225, 3.2774, -1.8734], [-1.2954, 3.6305, -0.3598]],
  "total_charge": 1,
  "max_force_ev_per_a": 6.169,
  "orbital_gap_ev": [5.18, 5.45],
  "homo_ev": [-11.81, -12.04],
  "lumo_energy_ev": [-6.63, -6.59]
}